{"formula": "C7H6MgN2O3S", "method": "wB97M-V/def2-TZVPD", "elements": ["S", "Mg", "O", "O", "O", "N", "N", "C", "C", "C", "C", "C", "C", "C", "H", "H", "H", "H", "H", "H"], "xyz": [[-2.39611, -0.52934, 0.08380], [0.15109, -0.38558, -0.00527], [-0.06019, 1.67427, 2.70457], [3.98790, 0.61272, -0.30918], [-0.46448, 1.50668, -2.76745], [-3.44818, -2.94379, 0.72222], [-1.31811, -3.03339, 0.38287], [-3.05928, -4.26160, 0.89345], [-2.38056, -2.18258, 0.39893], [-1.71935, -4.32158, 0.67223], [-4.80358, -2.41981, 0.85521], [2.85823, 0.42058, -0.22149], [-0.20225, 0.94483, -1.78842], [0.03913, 1.04930, 1.74244], [-4.83611, -1.65851, 1.63484], [-5.12619, -1.97158, -0.08463], [-0.35603, -2.78758, 0.13776], [-3.76131, -5.02165, 1.15231], [-1.03667, -5.13741, 0.70088], [-5.44480, -3.25647, 1.11614]], "homo_ev": -15.63, "orbital_gap_ev": 6.03, "charge": 2, "lumo_ev": -9.593}

{"formula": "C25H41N12O3S", "method": "wB97M-V/def2-TZVPD", "elements": ["S", "O", "O", "O", "N", "N", "N", "N", "N", "N", "N", "N", "N", "N", "N", "N", "C", "C", "C", "C", "C", "C", "C", "C", "C", "C", "C", "C", "C", "C", "C", "C", "C", "C", "C", "C", "C", "C", "C", "C", "C", "H", "H", "H", "H", "H", "H", "H", "H", "H", "H", "H", "H", "H", "H", "H", "H", "H", "H", "H", "H", "H", "H", "H", "H", "H", "H", "H", "H", "H", "H", "H", "H", "H", "H", "H", "H", "H", "H", "H", "H", "H"], "xyz": [[-2.39519, 1.04938, 0.97375], [-1.00022, 1.33818, 0.65082], [-2.50964, 0.33371, 2.23160], [-3.03057, 0.33930, -0.14027], [9.16286, 2.95749, 0.92504], [-7.23351, -0.77221, 3.64493], [-2.04438, -4.27212, -2.56019], [1.52558, -1.35694, -0.35503], [-3.09570, 2.55870, 1.14066], [-4.34734, 0.81938, 5.10947], [-1.30773, 4.52102, -2.20378], [9.91943, 2.77551, -4.42182], [6.52598, -0.86743, -2.39996], [-6.15671, -6.78226, -3.09145], [4.04131, 1.90632, 0.53530], [-3.77332, -5.49445, -7.60773], [-0.40358, 3.94669, -1.79168], [0.75748, 3.22595, -1.28704], [7.73563, 1.43615, -2.53628], [-6.00823, -5.67451, -2.82965], [7.05555, 0.14889, -2.46313], [7.12815, 2.24076, 2.38670], [8.26756, 2.64148, 1.56990], [-5.80026, -4.26821, -2.50445], [-3.57053, -5.80099, -6.52011], [-4.36118, 2.60462, 1.88053], [-5.58555, 2.12444, 1.08419], [-3.31355, -6.19225, -5.13910], [-6.98027, -1.39070, 4.57597], [10.86986, 2.79194, -3.77941], [-1.56782, -1.97213, -1.43267], [-6.81123, 1.96166, 1.99636], [1.87655, 1.18941, 1.79621], [2.44084, -1.08892, -0.99431], [-2.26681, -0.50296, 5.94154], [3.10568, 1.58207, 1.11968], [3.59815, -0.63084, -1.75445], [-1.82573, -3.26110, -2.05822], [-6.59782, -2.15123, 5.75685], [-3.43751, 0.24010, 5.49936], [12.07004, 2.81885, -2.95239], [-1.20362, -1.26532, -2.17443], [7.54618, 1.99734, -1.62209], [12.44076, 3.83870, -2.87661], [1.01254, 1.53241, 1.22135], [-1.55810, -0.56825, 5.11714], [-5.00865, -3.86039, -3.13033], [11.83830, 2.44937, -1.95510], [-7.69716, 2.11138, 1.37531], [-4.20826, -6.63757, -4.70894], [3.50464, -0.92601, -2.79715], [1.82287, 1.61564, 2.79615], [8.80303, 1.28437, -2.64978], [7.21717, 2.66870, 3.38333], [-5.50745, -4.17038, -1.46144], [-3.03545, -5.32349, -4.54544], [-0.82220, -2.07150, -0.64711], [-5.34830, 1.17828, 0.60548], [-3.21949, 2.91249, 0.19767], [7.36953, 2.00321, -3.38818], [-1.79965, 0.00588, 6.78268], [1.83313, 0.10422, 1.85665], [4.50052, -1.06513, -1.34561], [-5.51567, -2.12634, 5.86700], [12.83810, 2.19027, -3.39805], [-4.27800, 2.09108, 2.83246], [-5.80691, 2.91066, 0.36117], [-6.71891, -3.71048, -2.67390], [0.46586, 2.20989, -1.01471], [-6.92589, -3.18401, 5.65574], [7.09811, 1.15604, 2.46432], [6.20328, 2.58512, 1.92578], [-6.81626, 2.70011, 2.79807], [1.53389, 3.20062, -2.05083], [1.14193, 3.72891, -0.40187], [-2.50483, -6.91928, -5.10823], [-2.55514, -1.50743, 6.24631], [-7.05630, -1.71383, 6.64142], [-6.88294, 0.95929, 2.40956], [3.66270, 0.45378, -1.68795], [-2.47765, -1.57408, -0.98469], [-4.54197, 3.66295, 2.08911]], "homo_ev": -5.77, "orbital_gap_ev": 7.48, "charge": -1, "lumo_ev": 1.709}

Asked for molar mass across the records above, the calculation gives 222.51 589.75 g mol⁻¹ in order.
Asked for calculated total energy across the records above, the calculation gives -1203.268337 -2258.201300 Eh in order.